Formula: C37H62Br24NO6P
Source: the OMol25 dataset
Level of theory: ωB97M-V/def2-TZVPD

Geometry as ORCA input:
```
! RIJCOSX wB97M-V def2-TZVPD def2/J DEFGRID3
* xyz 0 1
H 4.057 1.177 -4.543
H 1.441 0.450 6.886
H -2.983 3.526 0.732
Br -10.723 -1.726 9.869
H 7.485 1.977 -1.109
C -6.414 -1.268 1.689
Br 7.113 -0.340 -6.064
H -12.306 -3.626 9.511
H 2.087 0.305 -3.167
H -7.863 1.779 -0.446
Br 7.991 -2.838 3.223
C 5.233 -2.261 3.758
C 2.216 1.148 0.348
H 8.636 -2.305 -5.814
H 7.955 3.316 1.723
H 3.193 -6.116 -4.420
Br -1.018 2.282 -2.888
O 2.422 -2.682 -1.364
Br 2.718 -0.835 8.568
H 5.017 -7.925 -4.913
H 1.477 -1.730 -5.717
H -8.249 -0.079 1.776
C 2.192 -0.192 -2.109
H 1.081 0.833 0.513
C -0.325 -2.935 -5.422
H 2.802 -0.397 6.109
H -1.945 2.245 -5.179
H -13.284 -1.541 2.159
H 6.419 -3.581 4.980
C -11.339 -3.328 7.571
P 5.593 0.754 -2.921
H 10.800 -0.976 -5.189
C 2.909 -1.685 -2.150
Br -12.885 -3.914 1.592
C 3.063 0.729 -1.031
H 8.415 0.831 2.743
C -2.265 2.821 1.160
C 8.679 -1.294 -5.400
C 9.954 -0.561 -5.744
H 7.599 0.065 1.215
O 4.528 0.319 -4.251
C 0.155 1.859 -5.471
H -10.606 -4.154 9.421
C -0.893 7.460 -2.691
C 0.637 -1.840 -5.026
C -11.245 -1.877 2.771
C 6.513 -2.614 4.477
H 5.055 -2.867 2.865
H 0.421 -1.308 5.524
C 2.973 2.056 1.480
H 0.252 0.826 -5.127
Br -1.418 0.103 1.505
Br 1.950 -3.219 5.867
H 4.785 -5.830 -3.671
H -9.975 0.512 -1.326
H -1.012 -3.221 -4.621
C 1.962 -0.507 6.800
H 5.860 -6.698 -5.892
Br -8.763 4.099 -0.674
C 1.000 -1.603 6.404
H -10.824 2.078 -1.319
C -12.692 -2.303 2.674
N 3.477 3.884 3.017
Br 10.419 -0.792 -7.624
H 9.020 2.153 0.692
O 1.514 2.368 3.758
C -9.989 1.515 -0.893
C -2.810 1.413 1.117
C 4.252 -5.932 -4.621
C 4.643 1.197 -1.295
H -10.718 -1.913 1.813
H -11.463 -4.323 7.135
H -3.161 1.165 0.112
Br 5.233 -0.395 3.187
Br -12.866 -2.299 6.928
Br -2.665 6.712 -3.015
H 3.866 -1.879 -2.829
Br -0.228 5.906 -0.373
C 6.982 2.599 -0.222
C 2.495 2.698 2.909
H -5.412 -1.282 2.127
Br -1.996 3.421 2.996
H 1.103 6.767 -2.269
Br -6.200 -0.865 -0.207
O 6.520 -0.525 -2.618
C 4.538 2.454 1.206
C 0.076 6.394 -2.237
Br 1.393 -2.168 -3.258
C 7.911 2.326 1.099
H 0.041 1.866 -6.558
H -11.167 -0.868 3.185
H 8.544 -1.345 -4.316
H 7.071 3.743 -0.550
H 4.375 -2.352 4.430
O 5.910 3.477 3.335
H -8.336 2.143 -2.125
H -0.582 7.881 -3.651
H 0.313 -1.888 7.205
Br -10.255 -3.013 4.009
H -1.306 2.930 0.645
O 6.549 2.119 -3.538
H -10.443 -2.862 7.152
C -11.326 -3.405 9.080
C 5.432 2.080 -0.112
C -0.980 2.606 -4.811
C -7.345 -0.284 2.357
Br 3.753 -7.471 -6.989
H 6.526 1.035 2.554
H 0.013 5.472 -2.822
H 6.134 2.919 -3.101
Br -10.390 1.248 0.997
H -13.147 -2.514 3.645
H 0.116 -0.882 -4.940
H 9.899 0.516 -5.559
H -7.632 -0.638 3.351
Br 1.866 2.733 -5.135
H 3.067 4.546 2.319
H 6.824 -1.860 5.205
C 4.893 -6.998 -5.479
Br 4.375 -4.177 -5.463
Br -6.465 1.429 2.663
C 4.831 3.286 2.578
H -6.833 -2.278 1.721
C -8.652 2.194 -1.079
Br 0.625 -4.552 -5.959
H -1.017 8.270 -1.967
H -0.927 3.689 -4.951
H -3.619 1.239 1.832
H -0.904 -2.641 -6.302
C 7.531 0.980 1.955
H 1.088 -0.347 -1.700
*
```

Kohn-Sham gap: 0.2761 hartree
LUMO level: -1.67 eV

Results of the Löwdin charge analysis, in e, for atoms 1 through 8: 0.0118 0.0618 0.0615 0.5993 0.1063 -0.6661 0.6526 0.0531